# C23H30N4O2

One molecule with the formula C23H30N4O2 (ωB97M-V/def2-TZVPD, the OMol25 dataset).

Each line ends with the Löwdin charge.
Positions of all 59 atoms, in Å:
C: -4.649 1.144 -0.212  -0.475
H: -5.337 -1.987 2.740  0.112
C: 0.392 -0.309 -0.388  -0.111
C: 5.741 0.912 1.252  -0.038
H: -4.201 -0.700 -2.354  0.101
H: -5.857 -1.665 -1.008  0.120
O: -3.032 -1.717 -0.366  0.051
H: -1.647 0.398 1.499  0.142
H: 4.482 -1.474 -1.465  0.115
H: 1.813 2.361 -0.988  0.130
H: -5.517 0.457 2.069  0.126
C: -5.739 -0.371 1.389  -0.138
H: 0.315 -2.520 -0.695  0.112
H: -5.034 -2.385 1.041  0.106
H: 2.209 2.306 0.726  0.099
H: 6.088 1.573 2.034  0.110
H: -5.595 0.010 -3.192  0.109
H: 7.860 -1.932 -0.844  0.084
H: 6.661 -1.957 -2.142  0.077
H: 8.649 -0.405 0.870  0.083
H: 0.022 3.477 0.248  0.114
C: 1.511 0.454 -0.123  -0.154
H: -3.629 1.611 -2.069  0.109
C: 1.509 1.938 -0.024  -0.112
H: 7.793 -0.608 -1.999  0.083
C: -2.758 -1.073 0.629  -0.495
C: -0.996 0.236 -0.497  -0.244
C: 6.669 0.281 0.437  -0.241
C: 0.085 2.390 0.314  -0.173
H: -5.323 2.107 -1.986  0.126
N: -1.783 -0.148 0.664  0.122
C: -4.931 -1.607 1.800  -0.163
C: -0.945 1.765 -0.627  -0.134
C: -3.449 -1.287 1.971  -0.096
C: -4.617 1.316 -1.723  -0.069
H: -2.949 -2.133 2.452  0.125
C: 7.185 -1.317 -1.439  -0.044
C: 8.134 0.524 0.628  -0.048
H: 8.580 0.920 -0.284  0.083
C: 4.383 0.705 1.101  -0.016
C: 0.870 -1.625 -0.502  -0.073
C: -5.946 -0.583 -1.113  -0.139
C: 6.215 -0.597 -0.554  -0.227
C: 3.933 -0.141 0.097  -0.181
O: -4.097 1.847 0.613  0.046
H: 8.305 1.233 1.434  0.075
H: 3.687 1.176 1.778  0.107
N: -5.432 0.086 0.060  -0.065
H: -0.690 2.023 -1.657  0.125
N: 2.174 -1.661 -0.339  0.091
N: 2.567 -0.400 -0.102  -0.054
H: -1.932 2.169 -0.398  0.093
H: -3.325 -0.407 2.603  0.115
H: -0.144 2.108 1.345  0.115
H: -1.507 -0.213 -1.357  0.150
C: 4.854 -0.794 -0.713  0.031
C: -5.066 -0.046 -2.243  -0.148
H: -6.810 -0.597 1.440  0.127
H: -7.005 -0.326 -1.256  0.125

Atoms 1-6, force components in eV/Å:
C -0.02 0.33 -0.33
H -0.01 -0.03 -0.02
C 0.28 0.26 0.05
C 0.08 -0.02 -0.10
H -0.04 0.01 -0.01
H -0.02 0.02 -0.01

Results
energy relative to the best compared isomer or geometry (same formula, charge and spin)	0.095	eV
orbital gap	9.191	eV
HOMO	-8.32	eV
multiplicity	1
M	394.5	Da
net charge	0